ORCA calculation (ωB97M-V/def2-TZVPD) on the molecule C5H7N in a non-equilibrium geometry.

Calculated values
LUMO   0.96 eV
Energy relative to the best compared isomer or geometry (same formula, charge and spin)   69.8 kcal per mole
Strongest force on any atom   2.90 eV/Å
HOMO level   -0.2901 Eh
SMILES   C=C=C(N)C=C

Positions of all 13 atoms, in Å:
C (2.206, -1.028, 0.060)
C (1.191, -0.214, 0.044)
C (0.231, 0.668, 0.183)
N (-0.006, 1.796, -0.592)
C (-0.886, -0.173, 0.773)
C (-1.970, -0.538, 0.098)
H (3.074, -0.837, 0.679)
H (2.257, -1.903, -0.577)
H (-0.978, 2.042, -0.707)
H (0.571, 1.893, -1.417)
H (-0.785, -0.407, 1.828)
H (-2.838, -0.940, 0.593)
H (-2.069, -0.359, -0.965)

ORCA calculation (ωB97M-V/def2-TZVPD) on the ion C3H8N5 with charge +1 in a non-equilibrium geometry.

Calculated values
LUMO   -4.72 eV
Energy relative to the best compared isomer or geometry (same formula, charge and spin)   54.9 kcal per mole
Strongest force on any atom   5.80 eV/Å
HOMO level   -0.4956 Eh
SMILES   N[C@@H]1[NH+]=CN=CN1N
Charge   +1

Positions of all 16 atoms, in Å:
N (-0.822, 0.245, -1.598)
C (-0.862, 0.347, -0.241)
N (-0.224, 1.626, 0.204)
C (0.885, 1.703, 0.941)
N (1.712, 0.716, 0.997)
C (1.348, -0.477, 0.552)
N (0.069, -0.819, 0.411)
N (-0.377, -2.080, 0.227)
H (-0.013, -0.155, -2.141)
H (-1.577, -0.003, -2.245)
H (-1.863, 0.121, 0.299)
H (-0.701, 2.372, -0.191)
H (0.991, 2.772, 1.373)
H (2.022, -1.259, 0.615)
H (0.501, -2.619, 0.074)
H (-1.089, -2.490, 0.721)

ORCA calculation (ωB97M-V/def2-TZVPD) on a cluster of 2 separate species, C5H12 in total in a non-equilibrium geometry.

Calculated values
LUMO   1.08 eV
Energy relative to the best compared isomer or geometry (same formula, charge and spin)   33.1 kcal per mole
Strongest force on any atom   1.99 eV/Å
HOMO level   -0.3533 Eh
SMILES   C=CC.CC

Positions of all 17 atoms, in Å:
C (-1.855, -1.080, 1.365)
C (-1.318, -0.125, 2.118)
C (0.031, -0.351, 2.774)
H (-2.712, -0.900, 0.729)
H (-1.444, -2.076, 1.407)
H (-1.563, 0.928, 2.149)
H (0.442, -1.339, 2.577)
H (0.731, 0.456, 2.566)
H (-0.027, -0.293, 3.871)
C (1.301, 1.289, -2.295)
C (0.694, -0.101, -2.535)
H (0.864, 1.987, -3.013)
H (2.377, 1.292, -2.424)
H (0.939, 1.628, -1.327)
H (0.889, -0.416, -3.560)
H (1.046, -0.900, -1.890)
H (-0.394, 0.000, -2.509)

ORCA calculation (ωB97M-V/def2-TZVPD) on a structure of composition C13H40N2O9P2RuSi4 in a non-equilibrium geometry.

Calculated values
LUMO (spin up / spin down)   -3.56 / -3.41 eV
Energy relative to the best compared isomer or geometry (same formula, charge and spin)   27.7 kcal per mole
Spin multiplicity   2
Strongest force on any atom   2.20 eV/Å
<S²>   0.76
HOMO level (spin up / spin down)   -0.3965 / -0.3912 Eh
Charge   +1

Positions of all 71 atoms, in Å:
Ru (-0.587, -0.485, 0.255)
C (-3.882, -3.178, 2.476)
C (-3.581, -1.809, 1.871)
O (-4.662, -0.888, 2.067)
P (-2.231, -0.968, 2.747)
O (-2.654, -0.949, 4.271)
O (-0.972, -1.928, 2.794)
O (-1.774, 0.338, 2.174)
P (-3.214, -1.950, 0.058)
O (-1.844, -2.838, 0.152)
O (-4.281, -2.707, -0.610)
O (-2.727, -0.577, -0.402)
H (-4.162, -3.079, 3.524)
H (-3.029, -3.852, 2.389)
H (-4.709, -3.624, 1.925)
H (-5.362, -1.087, 1.430)
H (-3.459, -0.443, 4.458)
H (-1.036, -2.715, 3.351)
H (-1.925, -3.625, -0.404)
C (-2.763, -0.164, -3.576)
O (-2.725, 1.010, -2.726)
C (-1.718, 1.087, -1.909)
O (-0.753, 0.326, -1.871)
N (-1.754, 2.231, -1.150)
N (-0.781, 2.440, -0.145)
H (-3.644, -0.036, -4.192)
H (-2.851, -1.055, -2.961)
H (-1.866, -0.211, -4.188)
H (-2.665, 2.659, -1.049)
H (-1.121, 2.143, 0.778)
H (-0.542, 3.430, -0.131)
C (1.056, 3.321, 2.412)
Si (1.945, 1.744, 1.935)
C (3.751, 2.029, 1.659)
C (1.631, 0.401, 3.167)
Si (0.857, 1.196, -0.095)
Si (2.015, 1.907, -2.059)
C (1.217, 3.560, -2.393)
C (3.825, 2.162, -1.790)
C (1.765, 0.787, -3.525)
Si (1.123, -1.997, -0.459)
C (1.297, -3.358, 0.780)
C (2.862, -1.392, -0.744)
C (0.477, -2.600, -2.097)
H (1.462, 3.768, 3.325)
H (-0.003, 3.110, 2.594)
H (1.131, 4.072, 1.619)
H (4.205, 2.379, 2.592)
H (3.931, 2.785, 0.900)
H (4.268, 1.114, 1.359)
H (1.918, 0.735, 4.168)
H (2.191, -0.508, 2.932)
H (0.570, 0.153, 3.192)
H (1.401, 4.264, -1.575)
H (0.134, 3.471, -2.526)
H (1.630, 3.998, -3.305)
H (4.026, 2.999, -1.124)
H (4.248, 2.401, -2.771)
H (4.342, 1.284, -1.399)
H (0.823, 0.250, -3.468)
H (2.567, 0.050, -3.608)
H (1.765, 1.392, -4.437)
H (1.825, -3.003, 1.669)
H (1.897, -4.158, 0.332)
H (0.341, -3.775, 1.097)
H (3.325, -0.998, 0.168)
H (2.917, -0.625, -1.518)
H (3.471, -2.238, -1.081)
H (-0.558, -2.309, -2.280)
H (0.542, -3.690, -2.148)
H (1.080, -2.178, -2.904)